# 1
{
  "formula": "C4H14N2S",
  "method": "ωB97M-V/def2-TZVPD",
  "symbols": ["C", "N", "C", "N", "H", "H", "H", "H", "H", "H", "H", "H", "H", "C", "C", "S", "H", "H", "H", "H", "H"],
  "coordinates": [[1.43128, -1.97970, -0.19889], [2.21574, -2.75281, -1.20639], [1.66266, -0.45363, -0.24576], [0.78511, 0.23968, 0.74992], [1.63188, -2.31005, 0.84537], [0.39629, -2.07491, -0.42059], [1.85597, -2.53814, -2.16330], [3.16703, -2.45098, -1.07123], [1.33533, -0.00370, -1.25126], [2.71294, -0.21643, 0.00681], [1.10319, 1.16237, 0.89033], [-0.51629, -0.09636, 0.15023], [0.92253, -0.13268, 1.67418], [-2.67160, 1.86959, 1.00357], [-2.07663, 1.74580, -0.39014], [-1.70330, 0.01772, -0.80754], [-1.98592, 1.41497, 1.70637], [-3.58457, 1.22824, 1.15715], [-2.89788, 2.97537, 1.21654], [-1.04538, 2.27292, -0.47509], [-2.73835, 2.08272, -1.17031]],
  "smiles": "NCCN.CCS",
  "total_energy_ha": -668.4448,
  "e_above_lowest_kj_mol": 109.1,
  "e_homo_ev": -7.86,
  "charge": 0,
  "lumo_energy_ev": 0.687
}

# 2
{
  "formula": "C4H14N2S2",
  "method": "ωB97M-V/def2-TZVPD",
  "symbols": ["C", "C", "S", "N", "H", "H", "H", "H", "H", "H", "H", "H", "C", "C", "S", "N", "H", "H", "H", "H", "H", "H"],
  "coordinates": [[-1.63045, -0.70124, 0.22338], [-2.17550, -1.07890, -1.13327], [-3.92940, -0.45413, -1.27046], [-0.26157, -1.13682, 0.36952], [-2.23787, -1.17534, 1.00560], [-1.64026, 0.39001, 0.39120], [-2.28584, -2.16861, -1.20831], [-1.50645, -0.73766, -1.92455], [-4.12074, -0.78321, -2.55446], [0.37155, -0.77185, -0.36388], [-0.24015, -2.18216, 0.32687], [0.25864, -0.78343, 1.35300], [2.33916, 1.49236, 0.24731], [1.21860, 1.64832, 1.26667], [1.12927, 0.25447, 2.48521], [2.10371, 0.22373, -0.61875], [3.30287, 1.40814, 0.77445], [2.37935, 2.37903, -0.41836], [0.25060, 1.69256, 0.73177], [1.31930, 2.61326, 1.79921], [2.55547, -0.53095, -0.09059], [2.79973, 0.40240, -1.39155]],
  "total_energy_ha": -1066.6399,
  "e_above_lowest_kj_mol": 89.5,
  "e_homo_ev": -7.22,
  "charge": 0,
  "lumo_energy_ev": 0.463
}

# 3
{
  "formula": "C4H14N2Si",
  "method": "ωB97M-V/def2-TZVPD",
  "symbols": ["C", "C", "C", "C", "N", "N", "Si", "H", "H", "H", "H", "H", "H", "H", "H", "H", "H", "H", "H", "H", "H"],
  "coordinates": [[0.61585, -2.71231, 1.61770], [0.32473, 2.46031, 0.35290], [0.35367, 0.81189, -2.36567], [-0.04526, -1.88686, 0.59036], [-1.91572, 0.80349, -0.40633], [0.66696, -0.26617, 0.46940], [-0.22588, 0.86671, -0.55866], [0.10397, -2.58880, 2.62513], [0.56335, -3.71935, 1.41733], [1.59192, -2.45495, 1.86125], [1.03997, 3.02844, -0.16464], [-0.52021, 3.09940, 0.71849], [0.85955, 2.08807, 1.28119], [1.31511, 0.31646, -2.52550], [-0.43356, 0.38718, -2.98841], [0.76728, 1.83772, -2.65946], [0.13738, -2.23079, -0.50744], [-1.09097, -1.68021, 0.81492], [-2.58675, 0.22204, -0.81205], [-2.30649, 1.70493, -0.22015], [0.78508, -0.08719, 1.45964]],
  "smiles": "CCN[Si](C)(C)N",
  "total_energy_ha": -559.8142,
  "e_above_lowest_kj_mol": 45.4,
  "e_homo_ev": -8.87,
  "charge": 0,
  "lumo_energy_ev": 0.923
}

# 4
{
  "formula": "C4H14N2Si",
  "method": "ωB97M-V/def2-TZVPD",
  "symbols": ["C", "C", "C", "C", "N", "N", "Si", "H", "H", "H", "H", "H", "H", "H", "H", "H", "H", "H", "H", "H", "H"],
  "coordinates": [[0.94530, -1.97884, 0.63754], [0.47359, -1.07072, 1.82381], [-0.36892, 0.04759, 1.43078], [0.36957, 1.14051, 0.67475], [-0.50587, 2.09781, 0.02414], [-1.13167, 1.22670, -1.33941], [-0.73075, 1.49862, -2.96952], [0.15362, -2.40661, -0.04777], [1.63447, -1.44242, 0.06064], [1.59611, -2.84932, 1.03727], [0.10101, -1.61576, 2.66045], [1.35794, -0.52406, 2.19213], [-1.10785, -0.35732, 0.79524], [-0.73493, 0.56455, 2.24160], [1.03018, 0.66191, -0.11124], [0.96535, 1.62878, 1.53083], [-1.19339, 1.95226, 0.72024], [-1.01299, 0.29437, -1.07126], [0.65221, 1.36884, -3.31118], [-1.64922, 0.49285, -3.53382], [-0.83758, 2.93989, -3.15762]],
  "smiles": "CCCCNN[SiH3]",
  "total_energy_ha": -559.6773,
  "e_above_lowest_kj_mol": 404.7,
  "e_homo_ev": -9.36,
  "charge": 0,
  "lumo_energy_ev": 0.954
}

# 5
{
  "formula": "C4H14N3",
  "method": "ωB97M-V/def2-TZVPD",
  "symbols": ["C", "C", "C", "C", "N", "N", "N", "H", "H", "H", "H", "H", "H", "H", "H", "H", "H", "H", "H", "H", "H"],
  "coordinates": [[1.15033, -0.49024, 2.73909], [-2.63517, -0.31044, -2.20477], [1.36816, 0.00970, 1.29935], [-0.00153, -0.10225, 0.54649], [-0.04820, 1.64279, -1.09299], [1.07514, -0.29400, -1.69017], [0.01688, 0.24338, -0.92762], [0.35160, 0.09495, 3.23927], [0.85175, -1.51458, 2.76304], [1.98734, -0.23544, 3.30670], [-2.74328, 0.38978, -1.41044], [-3.49566, -0.86462, -2.57362], [-1.67331, -0.71078, -2.51270], [2.23313, -0.42345, 0.88168], [1.54461, 1.12190, 1.31924], [-0.40498, -1.00199, 0.87829], [-0.64726, 0.67820, 1.05911], [-0.06814, 1.76011, -2.12802], [-0.94325, 1.94408, -0.73562], [1.64116, -1.06661, -1.24069], [1.26539, 0.11562, -2.50138]],
  "total_energy_ha": -324.6124,
  "e_above_lowest_kj_mol": 662.8,
  "e_homo_ev": [-12.57, -14.32],
  "charge": 1,
  "lumo_energy_ev": [-6.223, -3.608]
}

# 6
{
  "formula": "C4H14N3",
  "method": "ωB97M-V/def2-TZVPD",
  "symbols": ["C", "C", "C", "C", "N", "N", "N", "H", "H", "H", "H", "H", "H", "H", "H", "H", "H", "H", "H", "H", "H"],
  "coordinates": [[1.79469, -0.34191, -0.91170], [-0.01663, -0.88923, 1.62368], [-0.42640, 1.23283, 0.58941], [0.32164, -0.83254, -0.95626], [-1.64159, 1.72721, 1.05500], [-0.23382, -0.32823, -2.14206], [-0.48390, -0.27740, 0.35539], [1.97379, 0.20091, -1.76009], [2.54682, -1.22163, -0.85322], [1.97999, 0.24269, -0.00503], [0.83560, -0.39454, 2.03209], [-0.87401, -0.78383, 2.32610], [0.43419, -1.76327, 1.34988], [-0.13176, 1.60135, -0.48436], [0.36518, 1.36020, 1.19691], [0.29210, -1.82862, -0.61883], [-2.43561, 1.73777, 0.40858], [-1.92165, 1.35791, 1.93197], [-1.20146, -0.30935, -2.20153], [0.22097, 0.11435, -2.90366], [-1.39813, -0.60467, -0.03227]],
  "smiles": "C[C@H](N)[N@@H+](C)CN",
  "total_energy_ha": -324.7646,
  "e_above_lowest_kj_mol": 263.2,
  "e_homo_ev": -13.90,
  "charge": 1,
  "lumo_energy_ev": -2.964
}

# 7
{
  "formula": "C4H14N3O",
  "method": "ωB97M-V/def2-TZVPD",
  "symbols": ["C", "C", "C", "C", "N", "N", "N", "H", "H", "H", "H", "H", "H", "H", "H", "H", "H", "H", "H", "H", "H", "O"],
  "coordinates": [[0.71553, -0.33079, -1.98284], [-0.68538, -0.30309, -1.46822], [-0.81568, -0.27156, -0.01035], [-1.44536, 0.71216, 0.64530], [-1.67629, 0.89567, 1.99235], [-0.30551, -1.50036, 0.52947], [1.54916, 0.55812, -1.04373], [0.84648, -0.11634, -3.07678], [1.35821, -1.31719, -2.08129], [-1.38745, 0.39798, -2.04433], [-0.92903, -1.24760, -2.02890], [-1.79302, 1.35338, -0.17961], [-1.42809, 1.71203, 2.59555], [-1.88094, 0.01986, 2.47573], [0.51609, -2.00005, 0.35170], [-1.01113, -2.02886, 0.97379], [2.43348, 0.70043, -1.56177], [1.03006, 1.38556, -0.90510], [1.65108, 0.07427, -0.07198], [1.61983, 0.69740, 2.80461], [0.43687, -0.00174, 2.10786], [1.20108, 0.61073, 1.97854]],
  "total_energy_ha": -400.0003,
  "e_above_lowest_kj_mol": 347.3,
  "e_homo_ev": -11.90,
  "charge": 1,
  "lumo_energy_ev": -3.150
}

# 8
{
  "formula": "C4H14N3S",
  "method": "ωB97M-V/def2-TZVPD",
  "symbols": ["C", "C", "C", "C", "N", "N", "N", "S", "H", "H", "H", "H", "H", "H", "H", "H", "H", "H", "H", "H", "H", "H"],
  "coordinates": [[1.20746, 1.14668, 0.87417], [-1.34705, 1.87712, -0.51692], [0.61186, 0.42124, -0.33100], [-1.18759, -1.11058, -0.31543], [-1.87990, -2.16564, -0.18597], [-0.06660, -0.80214, 0.18830], [-0.27701, 1.21638, -1.13623], [2.71186, -2.26623, 0.67351], [0.48436, 1.84408, 1.26555], [1.37744, 0.44591, 1.65576], [2.12193, 1.69847, 0.73389], [-1.17453, 2.71872, 0.23311], [-1.96601, 2.38477, -1.34422], [-2.19009, 1.27080, -0.10842], [1.40999, -0.01442, -1.04228], [-1.54786, -0.26611, -1.03859], [-1.72690, -3.20141, 0.14529], [-2.81773, -2.04436, -0.63751], [0.57244, -1.32689, 0.81023], [3.58696, -1.56901, 1.48929], [0.19755, 1.83599, -1.70692], [3.14025, -3.47022, 0.88317]],
  "total_energy_ha": -722.9775,
  "e_above_lowest_kj_mol": 233.8,
  "e_homo_ev": -13.26,
  "charge": 1,
  "lumo_energy_ev": -2.792
}

# 9
{
  "formula": "C4H14N4",
  "method": "ωB97M-V/def2-TZVPD",
  "symbols": ["C", "C", "C", "N", "H", "H", "H", "H", "H", "H", "H", "H", "H", "C", "N", "N", "N", "H", "H", "H", "H", "H"],
  "coordinates": [[0.77334, -0.12653, 2.24323], [1.82285, -0.05868, -0.87658], [-0.23806, -1.90606, 0.90988], [0.30221, -0.56212, 0.94746], [-0.49648, -2.14028, -0.12182], [1.61034, -0.75690, 2.56042], [1.11270, 0.90685, 2.17647], [-0.00640, -0.18116, 3.01675], [1.71399, 0.95877, -0.51474], [2.50273, -0.08369, -1.72390], [2.25021, -0.79402, -0.19913], [0.51382, -2.61805, 1.26112], [-1.12823, -2.01617, 1.54589], [-2.22131, 1.89290, -1.00416], [-0.97408, 1.16776, -0.89115], [-0.63122, 0.59740, -1.97032], [0.40405, -0.19522, -1.94011], [-0.33952, 0.11924, 0.51222], [0.65716, -0.46668, -2.88574], [-2.95656, 1.46073, -0.32531], [-2.06069, 2.92943, -0.69345], [-2.61086, 1.87248, -2.02702]],
  "smiles": "C/N=N/NC.CNC",
  "total_energy_ha": -379.6729,
  "e_above_lowest_kj_mol": 422.5,
  "e_homo_ev": -7.90,
  "charge": 0,
  "lumo_energy_ev": 0.940
}

# 10
{
  "formula": "C4H14N4",
  "method": "ωB97M-V/def2-TZVPD",
  "symbols": ["C", "N", "N", "N", "H", "H", "H", "H", "H", "H", "H", "C", "C", "C", "N", "H", "H", "H", "H", "H", "H", "H"],
  "coordinates": [[-0.90131, 1.32466, 1.19882], [-1.35629, -0.02781, 0.27101], [-1.53771, 0.01504, -1.12804], [-2.38926, -0.78752, 0.90659], [-2.38117, 0.49967, -1.41842], [-1.73878, -0.93594, -1.45391], [-3.23489, -0.24013, 1.02326], [-2.37143, -1.80241, 0.79447], [-0.59820, 0.97465, 2.18537], [-1.88585, 1.77034, 1.35071], [-0.23921, 1.98807, 0.65854], [2.58789, 0.86720, 0.17869], [1.08802, -1.09809, -1.28213], [0.76806, -0.71833, 0.15261], [1.61024, 0.04561, 0.84757], [0.42629, -1.55713, 0.75910], [2.13577, 1.60377, -0.50040], [3.29311, 0.30184, -0.44721], [3.23451, 1.34982, 0.91505], [1.23674, -0.20907, -1.89569], [1.98556, -1.70690, -1.38232], [0.26790, -1.65734, -1.73368]],
  "smiles": "C/C=N\\C.CN(N)N",
  "total_energy_ha": -379.6347,
  "e_above_lowest_kj_mol": 522.7,
  "e_homo_ev": -7.83,
  "charge": 0,
  "lumo_energy_ev": 0.833
}

# 11
{
  "formula": "C4H14N4",
  "method": "ωB97M-V/def2-TZVPD",
  "symbols": ["C", "C", "C", "C", "N", "N", "N", "N", "H", "H", "H", "H", "H", "H", "H", "H", "H", "H", "H", "H", "H", "H"],
  "coordinates": [[-1.73735, -0.30342, -1.47766], [-2.03544, 0.29804, 0.94214], [1.97287, 0.22998, -0.85462], [1.41609, 1.01179, 1.42704], [0.99962, -1.97889, -0.29283], [-1.23353, 0.26026, -0.27698], [1.49756, -0.02094, 0.40049], [0.99042, -1.22005, 0.71065], [-2.42389, -1.21285, -1.19146], [-2.35342, 0.28996, -2.09575], [-0.94581, -0.71687, -2.23903], [-2.48093, -0.82661, 0.91688], [-1.24801, 0.37502, 1.78901], [-2.93913, 0.98638, 1.08595], [2.06771, 1.38953, -0.78395], [3.00221, -0.17604, -0.95882], [1.26337, -0.11470, -1.65983], [0.98351, 0.52928, 2.30365], [2.40064, 1.36699, 1.63548], [0.74112, 1.75046, 1.17108], [0.80491, -3.01761, -0.12487], [-0.74252, 1.10031, -0.42655]],
  "smiles": "[H]/N=N/N(C)C.CNC",
  "total_energy_ha": -379.6769,
  "e_above_lowest_kj_mol": 411.9,
  "e_homo_ev": -8.18,
  "charge": 0,
  "lumo_energy_ev": 0.964
}

Copy entry 6 word for word.
{
  "formula": "C4H14N3",
  "method": "ωB97M-V/def2-TZVPD",
  "symbols": ["C", "C", "C", "C", "N", "N", "N", "H", "H", "H", "H", "H", "H", "H", "H", "H", "H", "H", "H", "H", "H"],
  "coordinates": [[1.79469, -0.34191, -0.91170], [-0.01663, -0.88923, 1.62368], [-0.42640, 1.23283, 0.58941], [0.32164, -0.83254, -0.95626], [-1.64159, 1.72721, 1.05500], [-0.23382, -0.32823, -2.14206], [-0.48390, -0.27740, 0.35539], [1.97379, 0.20091, -1.76009], [2.54682, -1.22163, -0.85322], [1.97999, 0.24269, -0.00503], [0.83560, -0.39454, 2.03209], [-0.87401, -0.78383, 2.32610], [0.43419, -1.76327, 1.34988], [-0.13176, 1.60135, -0.48436], [0.36518, 1.36020, 1.19691], [0.29210, -1.82862, -0.61883], [-2.43561, 1.73777, 0.40858], [-1.92165, 1.35791, 1.93197], [-1.20146, -0.30935, -2.20153], [0.22097, 0.11435, -2.90366], [-1.39813, -0.60467, -0.03227]],
  "smiles": "C[C@H](N)[N@@H+](C)CN",
  "total_energy_ha": -324.7646,
  "e_above_lowest_kj_mol": 263.2,
  "e_homo_ev": -13.90,
  "charge": 1,
  "lumo_energy_ev": -2.964
}